{"formula": "C4H7NO2", "method": "ωB97M-V with the def2-TZVPD basis set", "homo_lumo_gap_ev": 9.89, "de_lowest_kcal_mol": 46.03, "spin_multiplicity": 1, "total_charge": 0, "lumo_energy_ev": 0.9, "smiles": "C=CNC(=O)OC", "elements": ["C", "C", "C", "C", "H", "H", "H", "H", "H", "H", "H", "N", "O", "O"], "xyz": [[2.13144, -0.85520, -0.45950], [0.23220, 0.46080, -0.97896], [-1.90919, 0.54981, 0.53662], [-1.51891, -0.17544, 1.58378], [2.44681, -1.45604, -1.38093], [2.23554, -1.36023, 0.50716], [2.75730, 0.04285, -0.42263], [-1.38235, 1.22860, -1.43243], [-2.72554, 1.34092, 0.66008], [-0.71317, -0.77413, 1.57190], [-2.09901, -0.41737, 2.51271], [-1.02257, 0.85742, -0.55893], [0.75856, -0.53058, -0.30205], [0.80889, 1.08858, -1.83682]]}

=====

{"formula": "C18H48F3O9S7", "method": "ωB97M-V with the def2-TZVPD basis set", "homo_lumo_gap_ev": 5.38, "de_lowest_kcal_mol": 53.75, "spin_multiplicity": 1, "total_charge": -1, "lumo_energy_ev": 1.6, "elements": ["C", "O", "O", "C", "F", "F", "F", "C", "C", "H", "H", "H", "H", "H", "H", "C", "S", "O", "C", "H", "H", "H", "H", "H", "H", "C", "S", "O", "C", "H", "H", "H", "H", "H", "H", "C", "S", "O", "C", "H", "H", "H", "H", "H", "H", "C", "S", "O", "C", "H", "H", "H", "H", "H", "H", "C", "S", "O", "C", "H", "H", "H", "H", "H", "H", "C", "S", "O", "C", "H", "H", "H", "H", "H", "H", "C", "S", "O", "C", "H", "H", "H", "H", "H", "H"], "xyz": [[7.77818, -23.49559, 6.91226], [7.41795, -22.07664, 6.84283], [6.93684, -24.19290, 5.98793], [9.34226, -23.86343, 6.64285], [9.96686, -25.03147, 6.82444], [9.59025, -23.59498, 5.34668], [10.12902, -23.03829, 7.32386], [7.77454, -21.36844, 8.02699], [7.63680, -19.86296, 7.85062], [6.86432, -19.59198, 7.13094], [7.27622, -19.27612, 8.69543], [8.47677, -19.48693, 7.26654], [8.79280, -21.49937, 8.39319], [7.08858, -21.67399, 8.81705], [7.51436, -23.78706, 7.92889], [10.69551, -16.00006, 6.22517], [10.32558, -17.77416, 5.89091], [10.91726, -18.00960, 4.50860], [11.52056, -18.61191, 6.97651], [10.67355, -15.73156, 7.28135], [10.10957, -15.31333, 5.61429], [11.69422, -15.87574, 5.80656], [11.46738, -19.66129, 6.68659], [11.31790, -18.28979, 7.99791], [12.43382, -18.16901, 6.57915], [5.48197, -16.22580, 5.51009], [3.91801, -17.09333, 5.93680], [3.79745, -18.25123, 4.98445], [4.31068, -17.80356, 7.61082], [5.84288, -15.43027, 6.16198], [5.60994, -15.98418, 4.45494], [6.23645, -17.00936, 5.58016], [3.85392, -17.09119, 8.29784], [5.38195, -17.73668, 7.80056], [3.85690, -18.79357, 7.65629], [7.33642, -27.19528, 10.30617], [7.04823, -28.41616, 8.93135], [5.51418, -28.48947, 8.87095], [7.84788, -27.56491, 7.58973], [8.42061, -27.12155, 10.39109], [6.88442, -27.60440, 11.20972], [6.96344, -26.17353, 10.37695], [8.72809, -28.11305, 7.25378], [8.03335, -26.51996, 7.83830], [7.09814, -27.57912, 6.79866], [4.01603, -21.93636, 7.13148], [3.75185, -21.50430, 5.42047], [3.46307, -22.75260, 4.65188], [2.21691, -20.52242, 5.54123], [4.43105, -21.17360, 7.79031], [4.86306, -22.62239, 7.13129], [3.24043, -22.41107, 7.73248], [1.39032, -21.23245, 5.56789], [2.18519, -19.87939, 4.66169], [2.22526, -19.93790, 6.46121], [8.55323, -21.69496, 3.56992], [7.01485, -20.88787, 3.03836], [5.82666, -21.75964, 3.44099], [7.02939, -19.43062, 4.15236], [9.44359, -21.44775, 2.99178], [8.32757, -22.75533, 3.45682], [8.75762, -21.48271, 4.61934], [7.39855, -18.58339, 3.57440], [7.60285, -19.63539, 5.05641], [6.03184, -19.19334, 4.52207], [8.98358, -15.36420, 10.90232], [8.65147, -16.97071, 10.07671], [8.87600, -16.76129, 8.58938], [10.05207, -17.92352, 10.82974], [8.18569, -14.67690, 10.62108], [10.00162, -15.00614, 10.74906], [8.92167, -15.75459, 11.91813], [9.91994, -18.93256, 10.43927], [10.05129, -18.05131, 11.91222], [10.92000, -17.52302, 10.30593], [6.42549, -19.91600, 11.55561], [6.78061, -19.23990, 13.22740], [6.97944, -17.74234, 12.92298], [5.19787, -19.55212, 14.01843], [5.62425, -19.27199, 11.19317], [6.03133, -20.92745, 11.65426], [7.28015, -19.72608, 10.90633], [5.01276, -20.61589, 13.86929], [4.62661, -18.85554, 13.40480], [5.26699, -19.29769, 15.07606]]}

=====

{"formula": "C5H10O", "method": "ωB97M-V with the def2-TZVPD basis set", "homo_lumo_gap_ev": 6.85, "de_lowest_kcal_mol": 110.61, "spin_multiplicity": 1, "total_charge": 0, "lumo_energy_ev": 0.5, "elements": ["C", "C", "C", "C", "C", "O", "H", "H", "H", "H", "H", "H", "H", "H", "H", "H"], "xyz": [[-0.69590, 1.14550, 1.24618], [-0.87374, 0.72494, -0.86982], [0.16138, 1.35358, -0.07461], [0.48768, -1.14588, -1.31886], [0.99397, -1.71343, -0.01339], [-0.81689, -0.46532, -1.23733], [-1.79862, 1.23481, 1.16917], [-0.51242, 0.13478, 1.62520], [-0.36835, 1.91163, 1.92839], [-1.79283, 1.27911, -1.03562], [0.35985, 2.40088, -0.34101], [1.10219, 0.79583, -0.02966], [0.22730, -1.95272, -1.99690], [1.79043, -2.40803, -0.30916], [1.46941, -0.99850, 0.67846], [0.26652, -2.29718, 0.57897]]}

=====

{"formula": "C18H22N10O6STa", "method": "ωB97M-V with the def2-TZVPD basis set", "homo_lumo_gap_ev": 6.06, "spin_multiplicity": 1, "total_charge": 3, "lumo_energy_ev": -10.7, "elements": ["Ta", "C", "C", "N", "C", "S", "N", "N", "C", "C", "C", "C", "C", "C", "C", "N", "H", "H", "H", "H", "H", "H", "H", "H", "H", "H", "H", "H", "H", "N", "N", "C", "N", "N", "N", "O", "O", "H", "H", "H", "H", "H", "O", "C", "C", "C", "C", "C", "C", "C", "O", "N", "O", "O", "H", "H", "H", "H"], "xyz": [[0.20090, -0.27880, -0.32160], [-5.16490, 0.72110, -3.54510], [-5.13670, 0.72290, -2.02150], [-3.90680, 1.31850, -1.51590], [-2.80420, 0.63980, -1.30490], [-1.39990, 1.53400, -0.60970], [-2.72000, -0.63150, -1.54340], [-1.59340, -1.28520, -1.31480], [-1.57130, -2.56100, -1.62570], [-2.74910, -3.24740, -2.20310], [-0.32210, -3.24630, -1.34310], [-0.08180, -4.58410, -1.67140], [1.14030, -5.15270, -1.35420], [2.10760, -4.37530, -0.72580], [1.81120, -3.05380, -0.44320], [0.62970, -2.50460, -0.73130], [-6.12590, 0.35420, -3.89420], [-5.03580, 1.72450, -3.93760], [-4.38120, 0.08200, -3.93930], [-5.96540, 1.31370, -1.62990], [-5.19980, -0.29630, -1.63620], [-3.88540, 2.32800, -1.42190], [-3.42520, -2.51990, -2.64370], [-2.47040, -3.98240, -2.95050], [-3.29660, -3.76980, -1.41570], [-0.83130, -5.16930, -2.17850], [1.34140, -6.18480, -1.60020], [3.07260, -4.78590, -0.47300], [2.53920, -2.40680, 0.03060], [0.94870, 2.81740, 1.29460], [1.85160, 3.52460, 0.48580], [2.25110, 3.01860, -0.67780], [3.07020, 3.66720, -1.47450], [1.72210, 1.78460, -0.95100], [1.97950, 1.11930, -2.02180], [2.72580, 1.43870, -2.89150], [1.32230, 0.01460, -2.05700], [0.05400, 3.30790, 1.32820], [1.30830, 2.76320, 2.24710], [2.18900, 4.44600, 0.76910], [3.41840, 4.58920, -1.24330], [3.38240, 3.26190, -2.35570], [-1.07960, -1.06010, 1.48400], [-0.74140, -1.26180, 2.66800], [0.57990, -1.13150, 3.19110], [0.87680, -1.50690, 4.51640], [2.17770, -1.45220, 4.96610], [3.22270, -1.03160, 4.14330], [2.95150, -0.61740, 2.85220], [1.64150, -0.64430, 2.35700], [1.35680, -0.24010, 1.13280], [2.49070, -1.86670, 6.36490], [1.55140, -2.21630, 7.01880], [3.64380, -1.80550, 6.67650], [-1.52420, -1.58820, 3.36650], [0.10610, -1.85070, 5.19520], [4.22890, -1.03440, 4.54800], [3.75070, -0.27720, 2.20890]]}

=====

{"formula": "C4H8INO4", "method": "ωB97M-V with the def2-TZVPD basis set", "homo_lumo_gap_ev": 9.16, "de_lowest_kcal_mol": 67.74, "spin_multiplicity": 1, "total_charge": 0, "lumo_energy_ev": 0.2, "smiles": "C[C@@H](O)/C(I)=[N+](\\[O-])O.C=O", "elements": ["C", "C", "C", "C", "N", "O", "O", "O", "O", "I", "H", "H", "H", "H", "H", "H", "H", "H"], "xyz": [[2.43266, -0.48189, -0.31630], [-2.06782, -1.05771, -0.50862], [1.19172, 0.26966, -0.53600], [0.06764, 0.09032, 0.65818], [-0.79209, 1.07488, 0.78251], [-1.10800, 1.83616, -0.11763], [-1.57729, 0.98830, 1.93634], [-2.14872, -0.24623, -1.40390], [0.54075, -0.06421, -1.73401], [0.28535, -1.13144, 2.28980], [2.84078, -0.19028, 0.78745], [2.17487, -1.53009, -0.53641], [3.18819, -0.10980, -0.98797], [-1.48288, -1.97172, -0.54845], [-2.53617, -0.92670, 0.54786], [1.41043, 1.43122, -0.45582], [-2.12393, 1.69630, 1.94633], [-0.29549, 0.32321, -1.80337]]}